90
Properties=species:S:1:pos:R:3:forces:R:3:lowdin_spin:R:1 method="wB97M-V/def2-TZVPD" charge=+1 e_homo_ev="-11.09 / -11.09" homo_lumo_gap_ev="8.08 / 5.45" de_lowest_kcal_mol=6.2 mol_weight_g_mol=888.4 multiplicity=2
Y -0.80456 -0.29002 -0.25933 -0.3 0.1 -0.7 0.001
C 2.66460 -0.14871 -1.95187 0.0 0.0 0.0 0.000
C 2.49945 0.71427 -0.74588 -0.1 -0.1 0.0 0.000
C 3.44077 1.61391 -0.24580 0.0 0.0 0.0 0.000
C 2.86501 2.13891 0.88997 0.1 0.0 0.0 0.000
N 1.66341 1.57362 1.04869 -0.1 0.0 0.1 0.000
N 1.40585 0.71021 0.02897 0.3 0.3 0.2 0.000
B 0.58184 1.85634 2.11149 -0.1 0.0 0.0 0.000
N -0.55381 2.65072 1.41293 0.0 -0.2 0.0 0.000
C -0.73607 3.97958 1.41077 0.1 0.1 0.0 0.000
C -1.85103 4.26403 0.66062 0.0 0.0 0.1 0.000
C -2.31480 3.02393 0.21095 0.0 -0.1 -0.1 0.000
C -3.54175 2.82213 -0.61344 0.0 0.0 0.0 0.000
N -1.50449 2.04342 0.63894 0.0 0.0 -0.1 0.000
N -0.00383 0.53528 2.73564 0.0 0.0 -0.1 0.000
C 0.06669 0.24678 4.04646 0.1 0.0 0.0 0.001
C -0.82179 -0.76195 4.32876 0.0 0.0 0.0 0.001
C -1.43980 -1.04986 3.11063 0.0 0.0 -0.1 0.000
C -2.59041 -1.98084 2.90451 0.0 0.0 0.0 0.000
N -0.92392 -0.28516 2.14237 0.0 0.0 0.2 0.002
N 1.14681 2.66063 3.26825 0.2 0.0 0.0 0.000
C 0.47293 3.40236 4.18422 0.0 0.0 0.0 0.000
C 1.30065 3.61880 5.25229 -0.1 -0.1 0.0 0.000
C 2.48873 2.92908 4.92806 0.2 0.0 0.0 0.000
C 3.73820 2.80422 5.74193 0.0 0.0 0.0 0.000
N 2.38877 2.34408 3.74770 -0.2 0.1 0.0 0.000
H 3.72476 -0.33012 -2.12495 0.0 0.0 0.0 0.000
H 2.26566 0.33288 -2.84603 0.0 0.0 0.0 0.000
H 2.16619 -1.10689 -1.83089 0.0 0.0 0.0 0.000
H 4.41757 1.82487 -0.64465 0.0 0.0 0.0 0.000
H 3.24673 2.83529 1.61301 0.0 0.0 0.0 0.000
H -0.06512 4.63341 1.94075 0.0 0.0 0.0 0.000
H -2.29910 5.22690 0.48728 0.0 0.0 0.0 0.000
H -4.18919 3.68988 -0.49352 0.0 0.0 0.0 0.000
H -4.08473 1.93038 -0.31770 0.0 0.0 0.0 0.000
H -3.30534 2.71500 -1.67275 0.0 0.0 0.0 0.000
H 0.72839 0.78966 4.69903 0.0 0.0 0.0 0.000
H -1.03494 -1.19745 5.28933 0.0 0.0 0.0 0.000
H -3.19918 -1.99198 3.80775 0.0 0.0 0.0 0.000
H -2.26867 -3.00547 2.71437 0.0 0.0 0.0 0.000
H -3.22305 -1.65714 2.08129 0.0 0.0 0.0 0.000
H -0.55056 3.69991 4.03216 0.0 0.0 0.0 0.000
H 1.08775 4.19038 6.13889 0.0 0.0 0.0 0.000
H 3.87168 3.67247 6.38538 0.0 0.0 0.0 0.000
H 4.60852 2.71382 5.09475 0.0 0.0 0.0 0.000
H 3.70286 1.92077 6.38132 0.0 0.0 0.0 0.000
O -1.43338 2.85215 -7.07594 0.0 0.2 0.1 0.000
N -0.79586 1.82572 -7.17952 -0.3 -0.2 0.1 0.000
O -0.36090 1.37306 -8.21198 0.2 0.0 -0.1 0.000
C -0.61063 1.01700 -5.95388 0.1 0.2 0.0 0.000
C -0.59097 -0.31325 -6.12069 0.0 -0.2 0.1 0.000
C -0.46330 -1.17716 -4.98544 0.0 0.0 -0.2 0.000
C -0.41231 -2.57462 -5.12262 0.0 0.0 0.0 0.000
C -0.26201 -3.34440 -4.00317 0.0 0.0 0.0 0.000
C -0.18521 -2.70384 -2.76057 0.0 0.0 0.0 0.000
N -0.24877 -1.39835 -2.59791 0.0 0.0 0.1 0.004
C -0.38005 -0.63021 -3.70491 0.0 0.1 0.1 0.000
C -0.39166 0.80944 -3.54796 0.0 0.0 0.1 0.000
N -0.26032 1.28883 -2.29388 0.0 -0.2 0.3 0.000
C -0.13034 2.58562 -2.11445 0.0 0.0 -0.1 0.000
C -0.17623 3.50043 -3.17227 0.0 0.0 0.1 0.000
C -0.37547 3.03879 -4.44370 0.0 0.0 -0.1 0.000
C -0.48093 1.64924 -4.66464 0.0 0.0 -0.1 0.000
H -0.66220 -0.73199 -7.11536 0.0 0.0 0.0 0.000
H -0.48270 -3.01879 -6.10751 0.0 0.0 0.0 0.000
H -0.20598 -4.42197 -4.05740 0.0 0.0 0.0 0.000
H -0.07811 -3.29410 -1.86004 0.0 0.0 0.0 0.000
H 0.02407 2.92433 -1.09860 0.0 0.0 0.0 0.000
H -0.06550 4.55645 -2.97230 0.0 0.0 0.0 0.000
H -0.43864 3.72560 -5.27253 0.0 0.0 0.0 0.000
O 0.75989 -1.94891 0.19817 0.2 -0.1 -0.1 0.243
C 1.09761 -3.02739 0.72089 0.0 0.0 0.2 0.101
C 2.47457 -3.22940 1.12167 -0.2 0.0 -0.1 0.106
C 2.86212 -4.39432 1.69099 -0.1 -0.1 0.0 0.004
C 1.91174 -5.43101 1.89615 0.1 0.1 0.0 0.208
C 0.58879 -5.27813 1.52914 0.0 0.0 0.0 -0.019
C 0.13229 -4.09955 0.94476 0.1 0.0 0.0 0.168
C -1.23616 -3.92647 0.52025 0.1 0.1 0.0 -0.011
N -1.81988 -2.82662 0.03626 0.0 0.0 0.0 0.048
C -3.11658 -3.16438 -0.21591 0.0 -0.1 0.0 0.031
C -3.33479 -4.47423 0.11593 0.0 0.0 0.0 0.070
N -2.14411 -4.94100 0.57590 0.0 0.0 0.0 0.029
H 3.15239 -2.40255 0.95719 0.0 0.0 0.0 0.004
H 3.88831 -4.54230 1.99774 0.0 0.0 0.0 -0.003
H 2.23005 -6.35905 2.35068 0.0 0.0 0.0 0.011
H -0.08783 -6.10110 1.71745 0.0 0.0 0.0 -0.005
H -3.80943 -2.45424 -0.62905 0.0 0.0 0.0 0.001
H -4.21370 -5.09031 0.05360 0.0 0.0 0.0 0.003
H -1.96851 -5.88212 0.88402 0.0 0.0 0.0 0.000
Br -3.13704 -0.26723 -1.75123 -0.1 0.0 0.1 0.000


87
Properties=species:S:1:pos:R:3:forces:R:3:mulliken_charge:R:1 method="wB97M-V/def2-TZVPD" charge=-1 e_homo_ev=-3.98 homo_lumo_gap_ev=6.25 de_lowest_kcal_mol=0.0 mol_weight_g_mol=804.3
Sr -0.60808 -0.39610 -0.56755 -0.2 -0.1 0.0 0.915
C 2.71592 -1.78000 -1.28362 0.0 0.0 0.0 -1.503
N 1.85321 -0.82347 -1.97110 0.0 -0.1 -0.1 1.402
C 2.60370 0.40621 -2.20267 0.0 0.0 0.0 -1.166
C 1.41336 -1.38121 -3.26703 0.0 0.0 0.0 -0.918
C 0.28191 -2.39550 -3.12189 0.0 -0.2 0.0 -1.266
N -0.92401 -1.72061 -2.71295 -0.1 0.2 0.2 0.717
C -1.94694 -1.49149 -3.51191 0.0 -0.1 -0.2 -0.399
C -3.02515 -0.68374 -3.03284 -0.1 0.1 0.0 0.291
F -2.92857 -0.15212 -1.77031 0.1 -0.2 0.0 -0.275
C -4.15783 -0.39089 -3.73998 0.0 0.0 0.0 0.230
F -5.09857 0.38748 -3.16022 0.0 0.0 0.0 -0.339
C -4.36734 -0.85164 -5.03086 0.0 0.0 0.0 -0.752
C -3.34334 -1.62433 -5.54609 0.0 0.0 0.0 0.283
F -3.46668 -2.10967 -6.80420 0.0 0.0 0.0 -0.353
C -2.19914 -1.93436 -4.84883 0.0 0.0 0.0 0.249
F -1.28523 -2.70790 -5.50159 0.0 0.0 0.0 -0.372
H 3.07311 -1.35126 -0.34787 0.0 0.0 0.0 0.356
H 3.58962 -2.03849 -1.90435 0.0 0.0 0.0 0.394
H 2.17237 -2.69409 -1.05182 0.0 0.0 0.0 0.238
H 3.49284 0.22134 -2.82758 0.0 0.0 0.0 0.355
H 2.93409 0.82732 -1.25134 0.0 0.0 0.0 0.181
H 1.96689 1.12962 -2.70842 0.0 0.0 0.0 0.193
H 2.28558 -1.81992 -3.78306 0.0 0.0 0.0 0.388
H 1.04082 -0.55087 -3.86987 0.0 0.0 0.0 0.354
H 0.55707 -3.11991 -2.34217 0.0 0.0 0.0 0.201
H 0.20126 -2.98039 -4.03752 0.0 0.1 -0.1 0.426
H -5.26228 -0.62587 -5.58765 0.0 0.0 0.0 0.486
C -2.78048 -4.84582 -0.25214 0.0 0.0 0.0 -0.642
C -1.72645 -5.64977 0.17728 0.0 0.0 0.0 -0.864
C -0.61412 -5.05323 0.73828 0.1 0.0 0.0 -0.473
C -0.54969 -3.65461 0.85159 -0.2 0.1 0.1 1.937
C -1.58438 -2.79706 0.41533 0.1 0.1 -0.3 0.343
C -2.69116 -3.46640 -0.13991 0.0 0.0 0.0 -1.529
C 0.59787 -3.02290 1.55394 0.0 0.0 0.0 -0.407
C 1.33151 -3.74360 2.54817 0.0 0.0 0.0 -1.063
C 2.29650 -3.12530 3.27460 0.0 0.0 0.0 -1.500
C 2.56500 -1.75063 3.05835 0.0 0.0 0.0 0.768
C 3.49945 -1.00932 3.81399 0.0 0.0 0.0 -0.758
C 3.66805 0.32981 3.58945 0.0 0.0 0.0 -0.848
C 2.90658 0.97862 2.59617 0.0 0.0 0.0 -0.954
C 2.00897 0.27738 1.83859 0.1 0.0 0.1 1.372
C 1.81350 -1.10692 2.05351 0.0 0.0 0.0 -1.089
N 0.87459 -1.75651 1.30560 0.0 0.0 0.1 1.809
H -3.66092 -5.30540 -0.69101 0.0 0.0 0.0 0.373
H -1.77257 -6.72696 0.06782 0.0 0.0 0.0 0.350
H 0.21315 -5.68289 1.05417 0.0 0.0 0.0 0.343
H -3.52579 -2.87983 -0.52031 0.0 0.0 0.0 0.283
H 1.07449 -4.77637 2.73461 0.0 0.0 0.0 0.499
H 2.84626 -3.65927 4.04228 0.0 0.0 0.0 0.383
H 4.06784 -1.52054 4.58326 0.0 0.0 0.0 0.405
H 4.37603 0.89683 4.18067 0.0 0.0 0.0 0.386
H 3.00502 2.04395 2.43009 0.0 0.0 0.0 0.494
H 1.42105 0.81984 1.10739 0.0 0.0 0.0 -0.037
C -0.48254 3.74315 -4.09678 0.0 0.0 0.0 -0.987
N -0.11148 3.66229 -2.69436 0.0 0.1 0.0 0.243
C 0.33165 4.74370 -1.98771 0.0 -0.1 0.0 -0.117
C 0.67877 4.62970 -0.69798 0.0 0.0 -0.1 -1.111
C 0.58422 3.32349 -0.05737 0.0 0.1 0.2 0.222
O 0.96784 3.18034 1.12272 0.0 0.0 -0.1 -0.740
N 0.06939 2.28597 -0.75676 0.2 0.1 0.0 0.653
C -0.24121 2.42511 -2.06784 -0.1 -0.3 0.1 -0.539
O -0.63331 1.46695 -2.74400 0.0 0.0 0.1 -0.303
H -0.36029 4.77204 -4.43026 0.0 0.0 0.0 0.333
H -1.51624 3.43004 -4.23359 0.0 0.0 0.0 0.301
H 0.14523 3.08558 -4.69672 0.0 0.0 0.0 0.280
H 0.38445 5.67477 -2.53679 0.0 0.0 0.0 0.308
H 1.03398 5.47098 -0.12396 0.0 0.0 0.0 0.476
O -0.54613 6.35439 3.54253 0.0 0.0 0.0 -0.563
C 0.37438 5.36996 3.99319 -0.1 0.0 0.0 -0.629
N 0.02963 4.04311 3.57960 0.0 0.1 -0.1 0.172
C -0.56548 3.17456 4.42751 0.0 -0.1 0.0 0.183
O -0.84298 3.43635 5.59178 0.0 0.1 0.0 -0.713
C -0.85358 1.81788 3.86205 0.0 -0.1 0.1 0.798
C -0.70874 0.71211 4.69203 0.0 0.1 0.0 -0.578
C -0.99188 -0.53875 4.18258 0.0 0.0 0.0 -0.814
C -1.42838 -0.64168 2.87011 -0.2 -0.1 -0.1 -0.456
N -1.58209 0.40887 2.05883 0.3 0.2 0.2 -0.212
C -1.28676 1.61275 2.56098 -0.1 0.0 -0.1 -0.605
H -1.39887 6.15069 3.94109 0.0 0.0 0.0 0.331
H 0.44013 5.37710 5.08086 0.0 0.0 0.0 0.398
H 1.33212 5.64566 3.55637 0.0 0.0 0.0 0.312
H 0.30719 3.73762 2.64062 0.0 0.0 0.1 0.122
H -0.38367 0.86223 5.71355 0.0 0.0 0.0 0.495
H -0.88322 -1.43618 4.77717 0.0 0.0 0.0 0.490
H -1.66879 -1.59712 2.41188 0.0 0.0 0.0 0.654
H -1.42221 2.45512 1.89220 0.0 0.0 0.0 0.699